C29H33N6O2RuS | ωB97M-V/def2-TZVPD

The geometry in XYZ format:
```
72
Properties=species:S:1:pos:R:3
Ru 0.4414 -0.3645 -0.0040
C -2.6050 1.6821 -5.9260
C -2.0936 0.9320 -4.7464
C -2.8382 -0.0853 -4.1593
C -2.3794 -0.8125 -3.0463
C -3.2152 -1.8105 -2.5048
N -2.9542 -2.5567 -1.4462
C -3.8963 -3.4514 -0.8328
C -4.4155 -2.9009 0.5049
C -5.0141 -1.4927 0.3747
N -4.0278 -0.4885 0.6833
C -4.2266 0.5620 1.4488
C -3.2182 1.4339 1.9008
C -3.5547 2.4884 2.7638
C -2.5979 3.3206 3.3264
C -3.0062 4.4203 4.2469
C -1.2579 3.0686 3.0543
C -0.8391 2.0370 2.1896
C 0.5653 1.8370 2.0203
N 1.1979 0.9301 1.3389
C 2.6486 0.9185 1.4092
C 3.2910 0.3646 0.1310
C 2.8043 1.1003 -1.1198
N 1.4711 0.6559 -1.4579
C 0.9591 0.9531 -2.6056
C -0.3386 0.5781 -3.0757
C -0.8514 1.2446 -4.2003
C -1.0905 -0.4849 -2.4673
O -0.6460 -1.1802 -1.4905
C -1.8330 1.2393 1.5277
O -1.5604 0.3995 0.6115
H -3.6139 1.3744 -6.1825
H -1.9561 1.5106 -6.7854
H -2.6039 2.7538 -5.7271
H -3.8057 -0.3302 -4.5685
H -4.1604 -1.9903 -3.0000
H -2.0453 -2.4313 -1.0012
H -3.4126 -4.4152 -0.6566
H -4.7372 -3.6100 -1.5131
H -3.6106 -2.8878 1.2435
H -5.1809 -3.5861 0.8680
H -5.8622 -1.3733 1.0525
H -5.3820 -1.3366 -0.6456
H -3.0624 -0.6368 0.3791
H -5.2399 0.7389 1.7858
H -4.5958 2.6430 2.9968
H -4.0877 4.5200 4.2770
H -2.5772 5.3731 3.9368
H -2.6512 4.2105 5.2566
H -0.5080 3.6904 3.5254
H 1.1736 2.5513 2.5824
H 2.9332 0.2867 2.2634
H 3.0399 1.9298 1.5903
H 3.0700 -0.7093 0.0141
H 4.3718 0.4743 0.2194
H 3.4868 0.9116 -1.9583
H 2.7922 2.1835 -0.9361
H 1.5475 1.5596 -3.2948
H -0.2686 2.0387 -4.6436
C 3.6729 -3.4241 4.7147
C 3.0639 -3.7280 3.3941
C 3.4658 -4.8166 2.6087
C 2.8357 -4.9479 1.3807
N 1.8647 -4.1430 0.9960
C 1.5030 -3.1672 1.8148
S 0.0640 -2.2603 1.4306
N 2.1003 -2.9219 2.9694
H 4.1725 -4.2940 5.1294
H 2.9059 -3.0730 5.4003
H 4.4093 -2.6275 4.6084
H 4.2138 -5.5167 2.9413
H 3.0940 -5.7315 0.6811
```

- multiplicity = 2
- highest occupied orbital energy (spin up / spin down) (eV) = -13.20 / -13.17
- charge = +2
- ΔE to the lowest compared entry with this formula, charge and spin (kcal per mole) = 32.76
- E (hartree) = -2096.48874
- F_max (eV/Å) = 3.4